[1]
ORCA calculation (ωB97M-V/def2-TZVPD) on a molecular structure, C20H21IrN9O7.

The geometry in XYZ format:
```
58
Properties=species:S:1:pos:R:3:forces:R:3:mulliken_charge:R:1
Ir 0.497261 -0.285351 0.263837 -1.28 -0.48 0.27 1.31
C -0.930473 -1.797276 -3.954016 0.03 0.01 0.02 -1.00
N -0.064455 -2.671745 -3.144736 -0.04 -0.03 -0.03 0.09
C 0.367503 -3.952601 -3.716679 -0.02 0.00 -0.01 -1.08
C 0.366546 -2.264351 -1.963885 0.15 0.12 0.07 0.97
N 0.049591 -1.076998 -1.461850 0.43 0.10 -0.61 -0.28
N 1.172790 -3.137412 -1.258206 -0.02 0.10 0.16 -0.02
C 1.757301 -3.001904 -0.006321 0.00 0.05 -0.22 0.68
N 2.510127 -4.043039 0.365174 0.04 -0.05 0.01 -0.36
N 1.579800 -1.956091 0.736941 -0.18 0.00 -0.04 -0.36
H -1.353158 -2.391169 -4.756515 0.00 0.02 -0.01 0.31
H -0.362036 -0.970401 -4.379804 0.00 0.01 0.01 0.36
H -1.751596 -1.404627 -3.357930 -0.02 0.01 0.01 0.42
H -0.094708 -4.064897 -4.690598 0.01 0.00 0.00 0.28
H 0.038277 -4.791488 -3.100268 -0.01 -0.01 -0.01 0.42
H 1.449500 -3.975106 -3.859379 0.01 -0.01 -0.01 0.44
H -0.497712 -0.450557 -2.054378 -0.06 -0.05 -0.02 0.07
H 1.359315 -4.012418 -1.720618 -0.01 0.01 0.00 0.19
H 2.688935 -4.827188 -0.238660 0.02 0.01 0.00 0.17
H 3.020864 -4.019887 1.232102 -0.01 -0.01 0.01 0.21
H 2.080599 -1.984760 1.616541 -0.02 0.01 0.00 0.12
N -1.916927 -0.528264 0.720413 1.24 -0.48 0.32 -0.27
C -2.057275 -0.659207 2.124301 -0.13 0.00 -0.26 0.28
C -3.173130 -1.175464 2.708527 -0.42 0.10 0.17 -0.76
C -3.298452 -1.241489 4.114448 -0.07 -0.03 -0.23 -0.80
C -2.281867 -0.806579 4.906411 0.04 0.00 0.06 -0.96
C -1.074804 -0.359027 4.321472 0.08 0.16 0.14 0.90
C 0.048755 -0.025820 5.106232 -0.06 -0.07 -0.02 -0.50
C 1.236888 0.255134 4.495234 0.06 -0.01 -0.11 -1.21
C 1.311685 0.195230 3.101501 -0.14 0.24 -0.03 0.06
N 0.256401 -0.040368 2.322545 0.38 0.34 0.39 0.08
C -0.957878 -0.294090 2.919267 0.18 -0.35 0.03 0.31
H -1.626097 0.394025 0.410239 -1.21 0.59 0.07 0.49
H -2.716541 -0.846939 0.187194 0.14 -0.23 -0.10 0.23
H -3.997942 -1.492639 2.081426 -0.02 -0.02 0.04 0.40
H -4.210224 -1.627243 4.548105 0.00 0.00 -0.01 0.43
H -2.358139 -0.835727 5.985223 -0.01 0.00 -0.01 0.43
H -0.038647 -0.034694 6.185433 0.00 0.04 0.00 0.47
H 2.125108 0.511429 5.053918 0.01 -0.03 -0.01 0.44
H 2.243040 0.399599 2.598190 0.09 0.00 -0.04 0.76
O 2.435896 2.615549 1.643979 0.01 0.12 -0.08 -0.49
C 1.861550 2.199179 0.688367 0.11 -0.10 -0.15 -0.02
O 2.011359 0.830029 0.409330 0.61 -0.24 0.14 -0.67
C 1.101248 2.975592 -0.307106 -0.05 -0.13 -0.04 0.92
C 1.509822 4.260644 -0.638565 0.01 0.01 0.03 -0.83
C 0.836477 4.934772 -1.633989 -0.09 -0.04 -0.01 -0.47
C -0.206178 4.359836 -2.337577 0.09 0.04 0.04 -0.35
C -0.596798 3.079117 -2.004051 -0.14 0.02 0.23 -0.22
C -0.003239 2.387146 -0.935721 -0.11 -0.04 -0.06 0.35
O -0.535303 1.252900 -0.501412 0.09 0.46 0.05 -0.74
N -1.635144 2.454024 -2.840021 0.72 -0.11 -0.72 0.80
O -1.646833 1.227574 -2.933138 -0.08 -0.16 0.36 -0.58
O -2.299470 3.178643 -3.526661 -0.41 0.14 0.21 -0.56
N 1.261071 6.303533 -1.990386 0.15 -0.02 -0.14 1.04
O 2.222938 6.743875 -1.402924 -0.06 0.02 0.05 -0.59
O 0.628240 6.862788 -2.855889 -0.04 0.02 0.05 -0.59
H 2.346650 4.726298 -0.135299 0.00 0.00 0.00 0.63
H -0.690511 4.899902 -3.139771 0.00 -0.01 0.02 0.65
```
Forces are in eV/Å.

Summary:
E_tot = -51644.2607 eV
charge = +2
F_max = 0.027 Eh/bohr
2S+1 = 2
expectation value of S² = 0.75
E_LUMO (alpha / beta) = -7.04 / -8.51 eV
frontier orbital gap (alpha / beta) = 7.45 / 5.97 eV

[2]
ORCA calculation (ωB97M-V/def2-TZVPD) on a molecular structure, C20H21N2RhS3Te.

The geometry in XYZ format:
```
48
Properties=species:S:1:pos:R:3:forces:R:3:mulliken_charge:R:1
Rh 0.935485 -0.133237 -0.853823 -1.01 -0.95 0.75 -0.08
C -1.963917 -1.045244 -1.494180 -0.22 0.10 0.16 -1.20
N -1.299653 0.074545 -0.785012 0.00 -0.16 -0.22 1.23
C -1.643172 0.024535 0.663039 -0.05 0.11 -0.09 -1.21
C -0.617735 0.762357 1.498162 -0.05 0.05 -0.01 -0.91
N 0.682214 0.100897 1.369995 0.02 0.26 -0.12 1.35
C 0.676174 -1.252412 1.973439 0.09 0.06 0.07 -1.14
C 1.821489 0.834178 1.884877 -0.09 -0.04 -0.18 -0.14
C 1.772653 1.564032 3.058583 0.03 0.05 0.08 -0.46
C 2.921597 2.188069 3.531006 0.00 -0.05 -0.04 -0.86
C 4.106380 2.067434 2.819199 -0.04 -0.04 -0.04 -0.56
C 4.142545 1.338504 1.637489 0.07 0.01 0.07 -0.72
C 3.001305 0.705631 1.157172 0.29 -0.06 -0.17 0.76
S 3.083456 -0.250667 -0.351160 0.56 0.20 0.12 -0.40
C -1.733099 1.359102 -1.342060 -0.15 -0.17 0.08 -0.71
C -3.087781 1.689418 -1.372808 0.05 0.01 -0.01 -0.28
C -3.501699 2.908239 -1.872698 0.07 0.05 -0.04 -0.93
C -2.547031 3.809224 -2.346454 -0.03 -0.06 0.02 -0.54
C -1.208540 3.477476 -2.326321 -0.02 -0.02 0.00 -0.64
C -0.784452 2.237845 -1.825733 0.21 0.17 -0.12 1.11
S 0.926079 1.853874 -1.848166 0.10 0.20 -0.06 -0.33
H -3.030213 -1.084932 -1.249232 0.00 0.01 -0.04 0.38
H -1.498536 -1.985165 -1.206912 0.00 0.00 0.05 0.17
H -1.839707 -0.907591 -2.563726 0.03 -0.02 -0.02 0.33
H -1.720300 -1.022055 0.952032 0.04 -0.01 0.03 0.63
H -2.620124 0.482492 0.832997 -0.06 -0.07 -0.03 0.38
H -0.963429 0.804891 2.538527 0.02 -0.04 0.01 0.47
H -0.510614 1.784785 1.129516 0.01 0.02 0.03 0.49
H 0.327970 -1.194148 3.011044 0.01 -0.01 0.00 0.25
H 1.689328 -1.644990 1.950765 0.02 0.00 -0.02 0.39
H 0.045015 -1.936544 1.414160 -0.05 -0.03 -0.03 0.23
H 0.845708 1.655614 3.611732 0.00 -0.02 -0.02 0.34
H 2.887323 2.756972 4.450499 0.00 0.02 -0.02 0.39
H 5.006505 2.549055 3.178336 -0.01 0.02 -0.01 0.38
H 5.059165 1.263246 1.065975 0.00 0.00 0.02 0.43
H -3.825005 0.986603 -1.003259 0.01 0.01 -0.01 0.30
H -4.554447 3.155193 -1.897211 0.01 0.01 0.00 0.39
H -2.853593 4.771189 -2.736971 -0.01 -0.01 0.00 0.38
H -0.465925 4.170697 -2.702053 -0.01 -0.01 0.00 0.41
Te 1.210610 -1.498759 -3.035399 0.20 0.56 -0.24 0.04
C 0.692086 -3.217602 -1.967168 -0.02 -0.16 -0.13 0.15
C -0.281748 -4.125944 -2.286392 -0.06 -0.13 0.17 -0.51
C -0.319562 -5.244216 -1.402537 -0.05 0.13 -0.09 -0.35
C 0.622282 -5.161848 -0.421710 0.02 -0.02 -0.05 -0.56
S 1.572517 -3.751027 -0.595417 0.11 0.00 0.16 -0.07
H -0.953596 -3.992638 -3.123296 0.02 -0.01 0.00 0.44
H -1.019189 -6.063291 -1.493188 0.01 0.00 0.00 0.38
H 0.815178 -5.863807 0.374355 -0.02 0.02 0.00 0.41
```
Forces are in eV/Å.

Summary:
E_tot = -66868.7887 eV
charge = 0
F_max = 0.031 Eh/bohr
E_LUMO (alpha / beta) = -0.58 / -0.58 eV
frontier orbital gap (alpha / beta) = 6.56 / 6.56 eV